Record 1
{"formula": "C3H6FN3", "method": "ωB97M-V/def2-TZVPD", "charge": 0, "gap_ev": 8.81, "energy_ha": -381.909251, "symbols": ["C", "C", "C", "N", "N", "N", "F", "H", "H", "H", "H", "H", "H"], "positions_angstrom": [[-2.263, -1.069, -0.489], [1.487, 1.354, 0.556], [1.653, -0.070, 0.652], [-3.322, -1.586, -0.697], [0.881, -2.290, 0.635], [1.314, -1.162, 0.744], [-2.049, 0.058, 0.299], [1.687, 1.740, -0.478], [0.378, 1.461, 0.850], [2.067, 1.778, 1.362], [-1.314, -1.414, -0.866], [-4.190, -1.181, -0.350], [1.459, -2.978, 1.062]], "forces_ev_per_angstrom": [[2.866, 1.798, 1.058], [-1.851, 0.320, 0.290], [0.213, 0.497, -0.603], [-3.283, -1.421, -0.900], [-1.823, -2.736, -0.542], [1.108, 1.328, -0.037], [-0.235, -0.403, -0.389], [-0.039, -0.135, 1.191], [1.531, 0.483, -0.681], [0.277, 0.787, -0.193], [0.275, -0.092, 0.047], [0.465, 0.080, 0.227], [0.497, -0.506, 0.532]], "mulliken_charge": [0.14, -0.74, 0.25, -0.46, -1.11, 0.72, -0.27, 0.25, 0.17, 0.29, 0.30, 0.28, 0.19]}

---

Record 2
{"formula": "C3H6FN3", "method": "ωB97M-V/def2-TZVPD", "charge": 0, "gap_ev": 9.19, "energy_ha": -381.947796, "symbols": ["N", "N", "C", "N", "C", "C", "F", "H", "H", "H", "H", "H", "H"], "positions_angstrom": [[-0.411, 0.149, -1.991], [-1.442, 0.493, -1.101], [-1.411, 0.427, 0.291], [-0.515, 0.132, 1.176], [0.837, -0.054, 0.796], [1.726, -0.613, 1.599], [2.976, -0.893, 1.212], [0.449, 0.682, -1.857], [-0.196, -0.870, -1.851], [-2.429, 0.478, -1.440], [-2.482, 0.633, 0.628], [1.359, 0.231, -0.208], [1.540, -0.794, 2.746]], "forces_ev_per_angstrom": [[-0.252, -1.786, 0.030], [-0.593, 0.441, 1.055], [-0.826, -0.470, 0.269], [-0.039, 0.844, -1.552], [1.127, 0.089, -1.813], [-0.932, -0.135, 3.390], [0.127, 0.177, -0.153], [-0.718, 0.042, 0.138], [-0.009, 1.386, -0.260], [1.708, 0.108, -0.189], [1.522, -0.295, 0.007], [-1.488, -0.437, 1.604], [0.371, 0.035, -2.528]], "mulliken_charge": [-0.66, -0.07, 0.15, -0.52, 0.01, -0.10, -0.26, 0.34, 0.29, 0.25, 0.26, 0.03, 0.30]}

---

Record 3
{"formula": "C3H6FN3S", "method": "ωB97M-V/def2-TZVPD", "charge": 0, "gap_ev": 7.88, "energy_ha": -780.090293, "symbols": ["N", "C", "C", "F", "C", "S", "N", "N", "H", "H", "H", "H", "H", "H"], "positions_angstrom": [[-2.560, 0.406, -0.647], [-1.823, -0.704, -0.241], [-0.563, -0.719, 0.150], [-0.339, -1.938, 0.812], [0.643, 0.139, -0.064], [2.175, -0.459, -0.422], [0.426, 1.471, -0.372], [0.075, 1.987, 1.111], [-3.330, 0.319, -1.281], [-1.725, 1.119, -0.952], [-2.316, -1.665, 0.124], [1.224, 2.029, -0.789], [-0.967, 2.461, 0.874], [0.230, 1.184, 1.760]], "forces_ev_per_angstrom": [[4.252, 1.865, -0.393], [-2.501, -0.264, 0.879], [1.914, -1.035, 1.044], [1.012, 0.985, -0.412], [1.620, -1.662, -2.957], [-1.405, 0.002, 0.858], [-1.165, 1.098, 3.216], [-2.178, 2.233, -3.757], [0.024, -0.280, -0.343], [-3.162, -1.605, 0.482], [0.113, 1.486, -1.057], [-0.878, -1.340, 1.234], [3.457, -2.406, 1.940], [-1.103, 0.924, -0.733]], "mulliken_charge": [-0.47, -0.15, 0.39, -0.32, -0.27, -0.27, -0.25, -0.49, 0.25, 0.31, 0.33, 0.32, 0.30, 0.34]}

---

Record 4
{"formula": "C3H6IN2", "method": "ωB97M-V/def2-TZVPD", "charge": 1, "gap_ev": [8.67, 8.44], "energy_ha": -524.679252, "symbols": ["C", "C", "C", "N", "N", "I", "H", "H", "H", "H", "H", "H"], "positions_angstrom": [[-0.891, 1.394, -0.129], [-1.052, -0.120, -0.119], [1.238, -0.372, 0.620], [0.151, 2.012, 0.123], [0.194, -0.922, -0.212], [3.220, -0.295, -0.025], [-1.611, 2.047, -0.622], [-1.327, -0.167, 0.919], [-1.782, -0.669, -0.764], [1.197, -0.191, 1.643], [0.157, -1.919, -0.186], [0.506, -0.798, -1.248]], "forces_ev_per_angstrom": [[0.949, 0.206, -2.453], [-1.670, -0.978, 1.008], [2.507, 0.610, -1.771], [0.806, -0.858, 0.775], [2.148, 2.689, -3.047], [-1.048, -0.194, 0.004], [-0.940, -0.299, 0.208], [-0.783, -1.018, 0.553], [0.236, 1.219, 0.494], [-1.140, -0.113, 1.551], [-0.928, -1.265, 0.795], [-0.136, 0.001, 1.881]], "mulliken_charge": [-0.03, -0.47, -0.72, -0.34, -0.15, 0.27, 0.40, 0.34, 0.42, 0.49, 0.34, 0.46]}

---

Record 5
{"formula": "C3H6IN2", "method": "ωB97M-V/def2-TZVPD", "charge": 1, "gap_ev": 9.94, "energy_ha": -524.807982, "symbols": ["C", "C", "C", "N", "N", "I", "H", "H", "H", "H", "H", "H"], "positions_angstrom": [[-0.919, 0.041, -0.137], [3.464, 0.020, -0.055], [-2.274, 0.353, 0.147], [0.192, -0.252, -0.017], [2.553, -0.866, -0.058], [5.536, -0.192, 0.021], [3.356, 1.111, -0.230], [-2.895, 0.029, -0.567], [-2.578, -0.259, 1.004], [-2.515, 1.468, 0.089], [1.375, -0.733, 0.034], [2.831, -1.835, 0.157]], "forces_ev_per_angstrom": [[2.340, -0.443, 1.167], [0.921, 0.856, -0.700], [0.097, 2.229, 1.471], [-3.091, 0.534, -0.627], [0.839, -1.012, 1.118], [-0.418, -0.491, 0.142], [-1.111, -0.936, 0.251], [-2.124, -1.607, -3.190], [0.172, 0.866, 0.379], [0.705, -1.368, 0.981], [1.348, 0.895, -0.639], [0.321, 0.476, -0.353]], "mulliken_charge": [0.33, -0.13, -1.03, -0.11, -0.36, 0.25, 0.37, 0.38, 0.28, 0.31, 0.49, 0.23]}

---

Record 6
{"formula": "C3H6INOS", "method": "ωB97M-V/def2-TZVPD", "charge": 0, "gap_ev": 8.28, "energy_ha": -943.736429, "symbols": ["C", "C", "O", "N", "C", "S", "I", "H", "H", "H", "H", "H", "H"], "positions_angstrom": [[0.035, -0.627, 1.726], [-0.664, -0.431, 0.479], [-1.848, -0.518, 0.244], [0.127, -0.006, -0.543], [-0.432, 0.135, -1.797], [2.046, 0.374, -0.423], [2.119, 2.643, 0.256], [-0.208, 0.236, 2.381], [1.084, -1.149, 1.696], [-0.518, -1.411, 2.373], [-0.671, 1.290, -1.994], [0.311, -0.147, -2.521], [-1.380, -0.389, -1.876]], "forces_ev_per_angstrom": [[0.143, -3.252, 3.972], [0.411, 0.570, -1.171], [-0.753, -0.444, 0.805], [4.401, 0.118, 1.425], [-0.841, 3.587, -2.486], [-3.571, -0.750, -0.144], [-0.115, -0.087, -0.037], [1.266, -0.053, -0.423], [-1.769, 2.054, -0.054], [0.349, 0.919, -1.339], [0.315, -2.219, 0.172], [-0.077, -0.259, -0.650], [0.243, -0.184, -0.071]], "mulliken_charge": [-1.06, 0.82, -0.61, -0.07, -0.86, -0.09, 0.10, 0.26, 0.29, 0.33, 0.24, 0.27, 0.37]}

---

Record 7
{"formula": "C3H6INOS", "method": "ωB97M-V/def2-TZVPD", "charge": 0, "gap_ev": 8.64, "energy_ha": -943.653981, "symbols": ["N", "S", "O", "I", "C", "C", "C", "H", "H", "H", "H", "H", "H"], "positions_angstrom": [[-0.770, -1.656, -2.369], [-0.347, -0.217, -1.890], [-1.470, 0.865, -2.044], [1.630, 0.532, -3.082], [0.304, -0.340, -0.261], [1.153, 0.627, 0.414], [-0.291, 0.584, 0.780], [-1.705, -1.653, -2.770], [0.409, -1.310, -0.015], [1.663, 1.435, -0.098], [1.796, 0.175, 1.130], [-0.767, 0.192, 1.805], [-0.777, 1.302, 0.162]], "forces_ev_per_angstrom": [[1.465, 1.791, 1.497], [-5.664, 0.530, -2.215], [4.065, -2.787, 0.905], [0.224, 0.168, -0.286], [-0.998, 1.489, -0.157], [0.891, 0.535, 0.763], [-0.776, -0.544, 0.926], [0.150, 0.463, -0.141], [0.411, -3.297, 0.473], [-0.591, 0.240, -0.092], [0.663, -0.439, 0.370], [1.348, 1.012, -2.669], [-1.188, 0.838, 0.625]], "mulliken_charge": [-0.64, 0.62, -0.61, 0.03, -0.24, -0.45, -0.52, 0.28, 0.44, 0.29, 0.24, 0.24, 0.34]}

---

Record 8
{"formula": "C3H6KLiO5", "method": "ωB97M-V/def2-TZVPD", "multiplicity": 2, "charge": -1, "gap_ev": [3.65, 7.53], "energy_ha": -1101.639651, "symbols": ["H", "C", "C", "O", "Li", "O", "H", "H", "H", "C", "O", "O", "H", "K", "O", "H"], "positions_angstrom": [[2.298, -0.071, -2.208], [1.700, 0.828, -1.929], [0.875, 0.444, -0.701], [1.634, 0.439, 0.476], [-0.659, 0.805, -3.547], [0.906, 1.276, -2.952], [2.444, 1.587, -1.592], [0.450, -0.566, -0.899], [0.039, 1.174, -0.626], [-1.767, -0.853, 2.739], [-2.539, -0.846, 1.746], [-1.373, -2.073, 3.190], [-0.847, -2.496, 2.503], [-2.860, -0.442, -0.829], [-1.343, 0.122, 3.386], [1.040, 0.671, 1.245]], "forces_ev_per_angstrom": [[-0.045, 0.228, 0.004], [0.510, 0.197, 0.063], [-0.886, 0.095, -0.453], [-0.560, 0.342, 1.882], [0.460, 0.220, 0.113], [-0.645, -0.455, -0.229], [-0.240, -0.141, -0.081], [-0.088, 0.258, 0.161], [0.337, -0.288, -0.100], [-0.103, 2.525, 0.240], [-0.062, -0.125, -0.904], [0.871, -1.702, 0.593], [-0.348, -0.112, -0.072], [0.185, 0.005, 0.522], [-0.369, -0.523, -0.473], [0.985, -0.524, -1.265]], "mulliken_charge": [0.19, -0.44, 0.20, -0.53, 0.48, -0.78, 0.24, -0.01, 0.08, 0.51, -0.66, -0.46, 0.29, 0.22, -0.65, 0.31]}

---

Energy above the lowest of the compared OMol25 structures with the same formula, charge and spin values (in kcal per mole) by entry order: 76.9, 52.7, 57.6, 112.2, 31.4, 32.5, 84.3, 0.0.